Entry from OMol25: a cluster of 2 separate species, C16H28Cl2F4N2O8P3 in total at a distorted geometry (ωB97M-V/def2-TZVPD).

Structure (XYZ):
```
63
Properties=species:S:1:pos:R:3
C 3.46762 0.15084 -1.47110
C 3.09059 1.28391 -0.68396
C 1.66970 2.01547 -0.71708
P 2.09359 3.88958 -0.73754
O 2.95863 4.30350 0.44991
O 0.73835 4.86164 -1.01255
O 3.09063 4.08149 -2.12832
C 0.79735 1.74841 -2.02351
O -0.53296 1.23506 -1.81036
C -1.24178 2.00070 -0.77074
P -3.00884 1.30061 -0.78424
C -2.84201 -0.60498 -0.63236
C -4.02796 1.78767 0.72163
C -4.66583 3.28201 0.60029
C -0.48628 2.02591 0.64252
F -1.07805 0.97667 1.43227
P -0.89471 3.64001 1.57550
N -1.78348 3.25611 2.85706
O -1.81157 4.75270 0.66510
O 0.46568 4.45243 2.16716
N 0.99341 1.67502 0.59252
C 1.17435 0.23124 0.98788
Cl 0.70505 -1.15817 -0.10944
C 1.68764 -0.15532 2.25056
C 1.86155 -1.69392 2.69710
Cl 2.15854 1.06606 3.51968
H 3.61806 0.25868 -2.60542
H 3.61001 -0.85000 -0.94778
H 3.88376 1.75061 0.00271
H 0.99008 5.73071 -1.39363
H 2.95367 3.29964 -2.70891
H 0.66799 2.74622 -2.59184
H 1.29416 1.04538 -2.78633
H -1.31318 3.06470 -1.21198
H -2.18017 -0.99717 -1.47037
H -3.88006 -1.06030 -0.80023
H -2.51191 -0.92242 0.40558
H -3.53505 1.61705 1.72961
H -4.94788 1.09241 0.71165
H -4.13291 3.89652 -0.21174
H -5.75493 3.22017 0.26398
H -4.62124 3.80986 1.61447
H -2.68809 3.73866 2.77736
H -1.36539 5.62109 0.79159
H 0.33791 5.42420 2.20054
H 1.46585 2.28245 1.29955
H 2.74314 -1.67833 3.43558
H 2.18229 -2.36695 1.84533
H 0.92226 -2.01948 3.24244
C 2.00116 -7.57828 0.02970
C 0.74339 -7.77686 -0.79290
O -0.11561 -6.62862 -0.69362
C 0.18647 -5.59528 -1.49899
O 1.11096 -5.58035 -2.26683
C -0.83052 -4.47078 -1.32667
F -1.11225 -4.22095 -0.03191
F -2.00292 -4.76215 -1.91993
F -0.41280 -3.30551 -1.85593
H 1.74783 -7.33383 1.06419
H 2.61477 -8.48083 0.01908
H 2.59780 -6.74951 -0.35771
H 0.17882 -8.62548 -0.40118
H 0.97529 -7.99988 -1.83741
```

Output
* molar mass: 616.2 g/mol
* lowest unoccupied orbital energy: -4.43 eV
* charge: +1
* E_HOMO: -0.4052 Ha
* Kohn-Sham gap: 6.59 eV
* 2S+1: 1


Entry from OMol25: a structure of composition C16H28Cl2MgN4O8 at a distorted geometry (ωB97M-V/def2-TZVPD).

Structure (XYZ):
```
59
Properties=species:S:1:pos:R:3
Mg -11.35507 -17.11158 12.25643
Cl -10.57283 -16.05681 15.51241
O -10.45162 -16.87148 16.67370
O -11.77593 -15.19927 15.50789
O -9.37646 -15.27693 15.31414
O -10.66072 -16.85762 14.34317
Cl -7.84037 -17.11350 11.12546
O -7.01887 -16.76625 12.25090
O -7.76246 -16.08187 10.13412
O -7.36587 -18.33656 10.56394
O -9.19755 -17.31343 11.58010
C -15.42969 -14.26947 14.34448
C -16.34472 -15.29174 13.68457
C -15.83747 -16.74634 13.71931
C -14.43624 -16.88842 13.20183
N -13.34952 -17.01400 12.79788
H -14.56138 -14.23293 13.68658
H -15.12174 -14.68235 15.30510
H -15.83428 -13.26156 14.43683
H -16.50471 -14.97498 12.65397
H -17.29992 -15.21899 14.20458
H -16.40547 -17.48459 13.15320
H -15.95152 -17.05205 14.75932
C -9.91482 -16.48277 7.19396
C -11.39130 -16.45990 6.78122
C -12.36673 -17.31675 7.60469
C -12.13900 -17.23724 9.11463
N -11.94024 -17.15983 10.22843
H -9.75882 -16.32675 8.26140
H -9.41719 -15.71288 6.60427
H -9.47477 -17.42473 6.86660
H -11.55484 -16.70963 5.73290
H -11.74967 -15.44502 6.95348
H -12.34116 -18.39593 7.45360
H -13.40618 -17.02204 7.46048
C -15.06755 -19.92178 11.24988
C -14.11574 -21.10820 11.11929
C -13.06681 -21.25731 12.16130
C -12.16879 -20.10967 12.24603
N -11.37155 -19.23779 12.34064
H -14.54198 -18.97401 11.13323
H -15.58485 -19.85567 12.20702
H -15.87710 -19.84177 10.52439
H -13.56177 -21.12210 10.18066
H -14.78558 -21.96768 11.14600
H -12.45998 -22.12600 11.90591
H -13.45335 -21.38536 13.17238
C -9.12363 -11.98778 13.18833
C -10.62986 -11.70815 13.12351
C -11.41398 -12.41914 12.03302
C -11.37711 -13.86334 12.10086
N -11.38983 -15.01615 12.13565
H -8.92283 -13.04394 13.36802
H -8.73561 -11.34022 13.97459
H -8.57340 -11.79160 12.26808
H -10.72888 -10.62343 13.08271
H -11.02953 -11.94298 14.11003
H -10.95815 -12.16788 11.07532
H -12.43208 -12.02984 12.02975
```

Output
* <S²>: 0.750
* energy relative to the best compared isomer or geometry (same formula, charge and spin): 0.0 kcal per mole
* molar mass: 499.6 g/mol
* lowest unoccupied orbital energy (alpha / beta): 2.27 / 2.32 eV
* charge: -1
* E_HOMO (alpha / beta): -0.0031 / -0.2464 Ha
* Kohn-Sham gap (alpha / beta): 2.35 / 9.03 eV
* 2S+1: 2


Entry from OMol25: the molecule C16H28IN2O7PS2 at a distorted geometry (ωB97M-V/def2-TZVPD).

Structure (XYZ):
```
57
Properties=species:S:1:pos:R:3
C 0.38134 -4.68085 1.56722
C -0.08022 -3.21354 1.79148
C 1.07536 -2.20293 1.58981
C 0.93694 -1.37264 0.28468
C 2.26408 -0.62814 0.06840
C 2.43915 0.08604 -1.28832
P 4.30892 0.55308 -1.36626
O 5.09691 -0.87380 -1.56853
O 4.73139 1.24757 0.08659
O 2.34614 -0.90123 -2.36218
S 2.35407 0.01002 -3.73977
O 1.39622 -0.47464 -4.66810
O 3.63355 0.03046 -4.35180
O 1.96877 1.45596 -3.06818
C 1.43559 1.12429 -1.74713
I -0.59771 0.47823 -2.24144
C 1.26082 2.43338 -0.95432
C 1.04356 2.29350 0.56486
C 0.43502 3.58265 1.19282
C -0.95811 3.36682 1.82145
C -1.99243 2.70237 0.86071
C -2.65576 1.49705 1.57452
C -3.07978 0.35129 0.65841
S -4.11507 0.95059 -0.73950
C -4.56833 -0.59173 -1.47054
N -4.48050 -0.99651 -2.67982
N -4.96680 -2.30171 -2.64331
C -5.29146 -2.57708 -1.45129
O -5.07246 -1.50832 -0.61014
H 0.14275 -4.99167 0.54449
H -0.07396 -5.37487 2.27659
H 1.46791 -4.75388 1.67464
H -0.92602 -2.94292 1.15103
H -0.41972 -3.16716 2.83278
H 1.09026 -1.51544 2.44837
H 2.04570 -2.71467 1.61790
H 0.10545 -0.68901 0.47449
H 0.70079 -2.08578 -0.51022
H 2.41537 0.08999 0.87787
H 3.06801 -1.37075 0.17258
H 4.51375 -1.63687 -1.41801
H 3.95368 1.59853 0.54461
H 2.07600 3.15131 -1.11053
H 0.35925 2.90903 -1.35091
H 0.40158 1.45731 0.86286
H 2.00858 2.14763 1.06845
H 1.07112 3.96502 1.99947
H 0.39012 4.37198 0.43084
H -1.39995 4.31515 2.14474
H -0.80887 2.74379 2.71085
H -2.77756 3.43089 0.63731
H -1.52496 2.37723 -0.07187
H -3.53609 1.81688 2.14708
H -1.98340 1.05478 2.32146
H -3.69506 -0.36504 1.20987
H -2.23654 -0.18161 0.20963
H -5.67739 -3.48009 -1.00672
```

Output
* molar mass: 582.4 g/mol
* lowest unoccupied orbital energy: -0.11 eV
* SMILES: CCCCC[C@@]1(P(O)O)OS(=O)(=O)O[C@]1(I)CCCCCCCSc1nnco1
* charge: 0
* E_HOMO: -0.3115 Ha
* Kohn-Sham gap: 8.37 eV
* 2S+1: 1


Here are the calculated total energy numbers, same order: -100175.556; -69863.705; -73416.344 (eV).